{"formula": "C4H9NO", "method": "the ωB97M-V functional and the def2-TZVPD basis", "energy_ev": -7830.111, "smiles": "C=CC(=C)N.O", "max_force_ev_per_a": 1.413, "de_lowest_kcal_mol": 50.9, "charge": 0, "species": ["C", "C", "C", "C", "N", "H", "H", "H", "H", "H", "H", "H", "O", "H", "H"], "coordinates": [[2.6424, -0.6982, -0.9020], [1.3862, -0.7022, -0.4813], [0.7513, 0.4890, 0.1280], [1.3165, 1.0663, 1.1941], [-0.5344, 0.7997, -0.2962], [3.1971, -1.5726, -1.2085], [3.2358, 0.2069, -0.8022], [0.7722, -1.5799, -0.6687], [2.3563, 0.9057, 1.4362], [0.7800, 1.7912, 1.8033], [-1.0076, 1.4813, 0.2785], [-1.1395, 0.0314, -0.5577], [-4.1018, -0.7677, 0.2119], [-3.2682, -0.2922, 0.2668], [-4.0883, -1.3198, 1.0027]]}

---

{"formula": "C4H9NO", "method": "the ωB97M-V functional and the def2-TZVPD basis", "energy_ev": -7829.498, "smiles": "C=NC.CC=O", "max_force_ev_per_a": 2.813, "de_lowest_kcal_mol": 65.1, "charge": 0, "species": ["C", "N", "C", "H", "H", "H", "H", "H", "C", "C", "O", "H", "H", "H", "H"], "coordinates": [[-4.2598, 1.2708, -0.7453], [-3.5388, 2.1073, -1.3737], [-2.0678, 1.8314, -1.1936], [-5.3456, 1.3763, -0.9371], [-3.9725, 0.3839, -0.1753], [-1.7251, 2.6884, -1.7730], [-1.6409, 1.8974, -0.2021], [-1.7305, 0.9501, -1.7507], [3.1893, -1.9544, 1.7476], [3.9278, -1.5597, 0.4969], [3.3348, -1.3057, -0.5193], [3.1303, -3.0533, 1.7325], [3.5216, -1.5142, 2.6730], [2.1468, -1.6865, 1.5499], [5.0303, -1.4318, 0.4701]]}

---

{"formula": "C4H9NO", "method": "the ωB97M-V functional and the def2-TZVPD basis", "energy_ev": -7831.532, "smiles": "CCCNC=O", "max_force_ev_per_a": 1.599, "de_lowest_kcal_mol": 18.2, "charge": 0, "species": ["C", "C", "C", "N", "C", "O", "H", "H", "H", "H", "H", "H", "H", "H", "H"], "coordinates": [[1.4681, -0.1553, -1.4982], [0.9410, -0.2200, -0.0614], [-0.2226, 0.7923, 0.1630], [-1.0900, 0.4024, 1.2472], [-1.9796, -0.6095, 1.1272], [-2.3102, -1.1048, 0.0748], [0.9482, 0.5948, -2.0875], [1.4241, -1.1282, -1.9870], [2.5475, 0.0461, -1.5001], [1.6971, 0.0267, 0.6784], [0.5248, -1.1948, 0.1451], [-0.8155, 0.7884, -0.7473], [0.1453, 1.8096, 0.2463], [-0.9276, 0.9121, 2.1015], [-2.3506, -0.9598, 2.0979]]}

---

{"formula": "C4H9NO", "method": "the ωB97M-V functional and the def2-TZVPD basis", "energy_ev": -7827.340, "smiles": "C=CO.C=NC", "max_force_ev_per_a": 6.819, "de_lowest_kcal_mol": 114.8, "charge": 0, "species": ["C", "C", "O", "H", "H", "H", "H", "C", "N", "C", "H", "H", "H", "H", "H"], "coordinates": [[2.6597, 0.3233, -1.9773], [1.4072, -0.2923, -2.2905], [1.1487, -0.7458, -3.5337], [2.9419, 0.2003, -0.9644], [3.3460, 0.4911, -2.7103], [0.6531, -0.4176, -1.5369], [0.1403, -0.5929, -3.7177], [-1.7673, -0.2901, 3.6645], [-2.0703, 0.6900, 2.8986], [-1.3962, 0.5053, 1.5664], [-2.5735, -0.9578, 4.0660], [-0.8010, -0.7411, 3.3500], [-1.0769, -0.5365, 1.4045], [-2.1191, 0.8962, 0.8270], [-0.6282, 1.3170, 1.4826]]}

---

{"formula": "C4H9NO", "method": "the ωB97M-V functional and the def2-TZVPD basis", "energy_ev": -7820.720, "spin_multiplicity": 2, "max_force_ev_per_a": 4.896, "s_squared": 0.7563, "de_lowest_kcal_mol": 59.4, "charge": 1, "species": ["C", "C", "N", "C", "C", "O", "H", "H", "H", "H", "H", "H", "H", "H", "H"], "coordinates": [[0.4103, -1.9778, -0.2778], [-0.5310, -0.8922, 0.1709], [0.2547, 0.3891, 0.2211], [-0.2391, 1.3481, 1.4011], [0.2913, 0.9011, -1.1092], [-1.7511, -0.7002, 0.2385], [-0.0303, -2.3973, -1.1706], [1.4454, -2.0177, -0.6363], [0.4108, -2.7219, 0.5783], [-1.2537, 1.8727, 1.2569], [0.4329, 2.2268, 1.6145], [-0.1361, 0.6825, 2.2819], [-0.7585, 1.1859, -1.5292], [0.6861, 1.9299, -1.1368], [0.7683, 0.1713, -1.9031]]}

---

{"formula": "C4H9NO2", "method": "the ωB97M-V functional and the def2-TZVPD basis", "energy_ev": -9876.965, "spin_multiplicity": 2, "max_force_ev_per_a": 5.516, "s_squared": 0.7503, "de_lowest_kcal_mol": 39.7, "charge": -1, "species": ["C", "C", "N", "C", "C", "H", "H", "H", "H", "H", "H", "H", "O", "H", "H", "O"], "coordinates": [[2.5589, -0.5101, 0.3310], [1.8413, -0.5696, -0.7687], [0.5562, -0.1048, -0.4997], [0.5016, 0.1622, 0.8493], [1.6825, -0.2915, 1.4717], [3.6724, -0.7585, 0.4258], [2.2493, -0.6759, -1.7894], [-0.1591, -0.1730, -1.2072], [-0.4326, 0.4159, 1.2674], [1.8569, -0.2452, 2.5983], [-3.3060, 2.1825, 0.7251], [-2.9373, 3.0383, -0.6250], [-3.0783, 2.1175, -0.2909], [-2.3135, -1.8646, -1.2115], [-2.5612, -0.8962, -0.0859], [-1.8552, -1.2469, -0.6965]]}